1.
DFT (ωB97M-V/def2-TZVPD) results for C23H17LiN4O as an isolated structure.

The value obtained for the HOMO-LUMO gap (spin up / spin down) is 3.4 / 5.4 eV. Its energy above the lowest of the compared OMol25 structures with the same formula, charge and spin is 0.0 kcal/mol. Its spin multiplicity is 2. As for the calculated total energy: -1188.501096 Eh. As for the total charge: -1.

Geometry as XYZ:
```
46
C23H17LiN4O (ωB97M-V/def2-TZVPD)
Li -0.849 -0.126 0.285
C -1.368 4.137 0.263
C -1.659 2.817 -0.001
N -0.738 1.828 -0.066
C 0.578 2.168 0.162
C 0.973 3.514 0.422
C -0.037 4.518 0.477
C 2.337 3.800 0.628
C 3.284 2.795 0.592
C 2.912 1.473 0.369
C 1.566 1.123 0.160
N 1.032 -0.137 -0.028
C 1.577 -1.338 -0.003
C 2.918 -1.764 0.193
C 3.276 -3.110 0.218
C 2.378 -4.140 0.055
C 1.021 -3.804 -0.157
C 0.019 -4.784 -0.334
C -1.285 -4.419 -0.533
C -1.592 -3.052 -0.553
N -0.688 -2.110 -0.393
C 0.612 -2.444 -0.193
H -2.170 4.866 0.288
H -2.687 2.513 -0.184
H 0.238 5.547 0.672
H 2.630 4.829 0.815
H 4.332 3.032 0.745
H 3.684 0.725 0.351
H 3.700 -1.040 0.332
H 4.324 -3.349 0.377
H 2.682 -5.179 0.077
H 0.305 -5.830 -0.312
H -2.065 -5.156 -0.675
H -2.614 -2.723 -0.714
O -1.227 -0.188 2.131
N -0.515 0.087 3.155
C 0.138 -0.888 3.823
C 0.932 -0.584 4.905
C 1.076 0.732 5.315
C 0.408 1.719 4.603
C -0.378 1.383 3.528
H -0.013 -1.874 3.412
H 1.445 -1.391 5.408
H 1.705 0.985 6.156
H 0.504 2.765 4.859
H -0.905 2.075 2.885
```

Results of the Mulliken charge analysis, in e, for atoms 1 through 2: number 1, Li, carries 0.874; number 2, C, carries -0.461

2.
DFT (ωB97M-V/def2-TZVPD) results for C23H17N3O8STi as an isolated structure.

The value obtained for the HOMO-LUMO gap (spin up / spin down) is 4.4 / 7.5 eV. Its energy above the lowest of the compared OMol25 structures with the same formula, charge and spin is 8.3 kcal/mol. Its spin multiplicity is 3. As for the calculated total energy: -2900.761490 Eh. As for the total charge: -2.

Geometry as XYZ:
```
53
C23H17N3O8STi (ωB97M-V/def2-TZVPD)
Ti -0.128 -0.055 0.374
O 6.519 2.173 -0.390
C 6.257 0.957 -0.286
O 6.982 -0.054 -0.384
C 4.757 0.648 -0.119
C 4.302 -0.649 -0.037
C 2.942 -0.892 0.105
N 2.045 0.093 0.175
C 2.493 1.343 0.106
C 3.815 1.663 -0.047
C 1.397 2.388 0.208
O 1.615 3.560 0.020
O 0.234 1.871 0.493
H 5.023 -1.453 -0.087
H 2.542 -1.891 0.161
H 4.126 2.697 -0.109
C -3.325 6.672 -0.121
C -3.120 5.186 -0.312
C -1.980 4.692 -0.934
C -1.777 3.324 -1.086
C -2.731 2.442 -0.607
C -3.886 2.915 0.006
C -4.072 4.280 0.151
S -2.525 0.690 -0.752
O -3.732 0.231 -1.376
O -1.272 0.446 -1.511
N -2.195 0.072 0.641
C -2.460 0.536 2.004
C -1.359 -0.026 2.932
O -1.584 -0.069 4.123
O -0.232 -0.368 2.346
H -2.525 7.242 -0.594
H -3.337 6.933 0.941
H -4.275 6.999 -0.549
H -1.217 5.379 -1.286
H -0.881 2.948 -1.556
H -4.636 2.214 0.357
H -4.971 4.649 0.636
H -3.415 0.215 2.399
H -2.408 1.624 2.085
N -0.078 -2.054 -0.201
C -0.071 -3.230 -0.203
C -0.057 -4.610 -0.223
C -0.318 -5.380 0.973
C -0.306 -6.750 0.927
C -0.044 -7.455 -0.270
C 0.211 -6.710 -1.443
C 0.209 -5.338 -1.443
H -0.520 -4.859 1.901
H -0.504 -7.302 1.840
H -0.037 -8.538 -0.287
H 0.416 -7.230 -2.372
H 0.408 -4.787 -2.355
```

Results of the Mulliken charge analysis, in e, for atoms 1 through 2: number 1, Ti, carries 0.092; number 2, O, carries -0.730

3.
DFT (ωB97M-V/def2-TZVPD) results for an isolated molecule of C23H17NO5.

The value obtained for the HOMO-LUMO gap is 6.3 eV. As for the calculated total energy: -1317.523625 Eh.

Geometry as XYZ:
```
46
C23H17NO5 (ωB97M-V/def2-TZVPD)
O -1.200 -0.910 -2.833
O 3.541 -3.632 0.219
O -2.637 -0.544 -1.103
O -2.227 4.371 2.461
O -2.617 4.542 0.186
C -1.420 -0.508 -1.693
C -0.956 2.302 2.332
C -0.520 1.282 1.457
C -1.559 2.391 -0.478
C 3.983 0.770 -1.836
C -1.054 -3.130 1.827
C 4.889 -0.233 -1.504
C -0.150 -4.181 1.821
C -1.643 3.359 1.771
C -1.947 3.408 0.436
C -0.775 1.310 0.065
C 2.678 0.667 -1.398
C -0.763 -1.978 1.052
C 0.821 -0.672 -0.344
C 4.462 -1.396 -0.903
C 1.118 -4.004 1.211
C 2.175 -0.492 -0.756
C 0.492 -1.805 0.424
C 3.109 -1.538 -0.517
C 1.485 -2.793 0.595
N 2.719 -2.676 0.100
C -3.730 -0.784 -1.991
C -2.789 5.226 1.446
C -0.289 0.243 -0.938
H -0.743 2.279 3.422
H 0.056 0.493 1.888
H -1.776 2.466 -1.524
H 4.344 1.646 -2.396
H -2.050 -3.268 2.296
H 5.927 -0.050 -1.748
H -0.379 -5.126 2.335
H 2.029 1.496 -1.614
H -1.515 -1.204 0.961
H 5.135 -2.210 -0.693
H 1.759 -4.850 1.337
H -3.762 -0.104 -2.847
H -4.641 -0.684 -1.414
H -3.641 -1.795 -2.402
H -3.878 5.326 1.568
H -2.266 6.183 1.433
H 0.203 0.806 -1.713
```

Results of the Mulliken charge analysis, in e, for atoms 1 through 2: number 1, O, carries -0.657; number 2, O, carries -0.869

4.
DFT (ωB97M-V/def2-TZVPD) results for C23H18AsClINSSr as an isolated structure.

The value obtained for the HOMO-LUMO gap is 7.2 eV. Its energy above the lowest of the compared OMol25 structures with the same formula, charge and spin is 0.0 kcal/mol. As for the calculated total energy: -4364.679516 Eh.

Geometry as XYZ:
```
47
C23H18AsClINSSr (ωB97M-V/def2-TZVPD)
Sr 1.443 3.038 0.698
S 1.817 0.861 2.384
C 0.312 0.171 3.001
C 0.318 -0.414 4.272
C -0.796 -1.058 4.776
C -1.961 -1.140 4.022
C -1.995 -0.547 2.770
C -0.878 0.110 2.261
As -0.939 1.004 0.539
C -2.746 0.600 -0.039
C -3.771 1.376 0.499
C -5.091 1.136 0.149
C -5.395 0.127 -0.756
C -4.376 -0.635 -1.306
C -3.054 -0.402 -0.950
C 0.058 -0.253 -0.577
C 0.378 -1.542 -0.165
C 1.032 -2.406 -1.032
C 1.376 -1.989 -2.313
C 1.070 -0.702 -2.726
C 0.415 0.162 -1.856
H 1.227 -0.355 4.856
H -0.756 -1.501 5.763
H -2.831 -1.659 4.400
H -2.905 -0.601 2.185
H -3.539 2.169 1.202
H -5.881 1.737 0.581
H -6.424 -0.059 -1.036
H -4.608 -1.420 -2.014
H -2.270 -1.010 -1.385
H 0.117 -1.868 0.835
H 1.271 -3.411 -0.708
H 1.884 -2.668 -2.986
H 1.334 -0.370 -3.723
H 0.167 1.166 -2.192
Cl 0.371 5.168 1.640
I 2.943 3.816 -2.554
C 3.673 1.898 -2.096
C 4.430 1.190 -3.012
C 4.834 -0.082 -2.633
C 4.465 -0.574 -1.391
C 3.710 0.225 -0.551
N 3.326 1.457 -0.903
H 4.685 1.611 -3.972
H 5.425 -0.684 -3.311
H 4.748 -1.567 -1.073
H 3.386 -0.106 0.429
```

Results of the Mulliken charge analysis, in e, for atoms 1 through 2: number 1, Sr, carries 1.232; number 2, S, carries -0.621

5.
DFT (ωB97M-V/def2-TZVPD) results for C23H18BrIN5O3Re as an isolated structure.

The value obtained for the HOMO-LUMO gap (spin up / spin down) is 6.5 / 6.2 eV. Its energy above the lowest of the compared OMol25 structures with the same formula, charge and spin is 18.3 kcal/mol. Its spin multiplicity is 2. As for the calculated total energy: -4336.652609 Eh. As for the total charge: +1.

Geometry as XYZ:
```
52
C23H18BrIN5O3Re (ωB97M-V/def2-TZVPD)
Re 0.052 -0.726 0.337
O -1.549 -3.039 -2.628
C -0.858 -2.508 -1.793
N -1.102 -1.305 -1.152
C -2.047 -0.412 -1.716
C -3.183 -0.732 -2.446
C -4.000 0.306 -2.869
C -3.677 1.626 -2.579
C -2.528 1.943 -1.869
C -1.713 0.901 -1.436
N -0.486 0.971 -0.743
C 0.081 2.167 -0.458
O -0.404 3.280 -0.480
C 1.517 1.946 -0.148
C 2.413 2.994 -0.195
C 3.752 2.728 0.013
C 4.124 1.420 0.275
C 3.156 0.438 0.336
N 1.850 0.675 0.126
C 0.442 -3.087 -1.379
C 0.866 -4.317 -1.833
C 2.099 -4.781 -1.416
C 2.857 -3.985 -0.570
C 2.355 -2.768 -0.161
N 1.160 -2.306 -0.561
H -3.424 -1.757 -2.669
H -4.902 0.078 -3.422
H -4.331 2.425 -2.904
H -2.274 2.968 -1.654
H 2.033 3.984 -0.406
H 4.491 3.517 -0.035
H 5.158 1.150 0.438
H 3.449 -0.559 0.578
H 0.216 -4.875 -2.492
H 2.460 -5.752 -1.730
H 3.825 -4.307 -0.213
H 2.902 -2.159 0.530
Br -3.539 -0.501 1.143
C -2.376 0.727 1.943
C -2.970 1.755 2.667
C -2.173 2.678 3.307
C -0.796 2.549 3.208
C -0.291 1.517 2.459
N -1.048 0.601 1.816
H -4.047 1.809 2.713
H -2.619 3.484 3.875
H -0.122 3.247 3.683
H 0.777 1.415 2.336
I -0.703 -2.701 1.992
O 1.780 -0.765 2.365
H 1.604 -0.264 3.173
H 1.739 -1.692 2.647
```

Results of the Mulliken charge analysis, in e, for atoms 1 through 2: number 1, Re, carries 0.551; number 2, O, carries -0.679

Copy entry 3 word for word.
DFT (ωB97M-V/def2-TZVPD) results for an isolated molecule of C23H17NO5.

The value obtained for the HOMO-LUMO gap is 6.3 eV. As for the calculated total energy: -1317.523625 Eh.

Geometry as XYZ:
```
46
C23H17NO5 (ωB97M-V/def2-TZVPD)
O -1.200 -0.910 -2.833
O 3.541 -3.632 0.219
O -2.637 -0.544 -1.103
O -2.227 4.371 2.461
O -2.617 4.542 0.186
C -1.420 -0.508 -1.693
C -0.956 2.302 2.332
C -0.520 1.282 1.457
C -1.559 2.391 -0.478
C 3.983 0.770 -1.836
C -1.054 -3.130 1.827
C 4.889 -0.233 -1.504
C -0.150 -4.181 1.821
C -1.643 3.359 1.771
C -1.947 3.408 0.436
C -0.775 1.310 0.065
C 2.678 0.667 -1.398
C -0.763 -1.978 1.052
C 0.821 -0.672 -0.344
C 4.462 -1.396 -0.903
C 1.118 -4.004 1.211
C 2.175 -0.492 -0.756
C 0.492 -1.805 0.424
C 3.109 -1.538 -0.517
C 1.485 -2.793 0.595
N 2.719 -2.676 0.100
C -3.730 -0.784 -1.991
C -2.789 5.226 1.446
C -0.289 0.243 -0.938
H -0.743 2.279 3.422
H 0.056 0.493 1.888
H -1.776 2.466 -1.524
H 4.344 1.646 -2.396
H -2.050 -3.268 2.296
H 5.927 -0.050 -1.748
H -0.379 -5.126 2.335
H 2.029 1.496 -1.614
H -1.515 -1.204 0.961
H 5.135 -2.210 -0.693
H 1.759 -4.850 1.337
H -3.762 -0.104 -2.847
H -4.641 -0.684 -1.414
H -3.641 -1.795 -2.402
H -3.878 5.326 1.568
H -2.266 6.183 1.433
H 0.203 0.806 -1.713
```

Results of the Mulliken charge analysis, in e, for atoms 1 through 2: number 1, O, carries -0.657; number 2, O, carries -0.869

Question: Number 4 is which compound?
Answer: C23H18AsClINSSr

Please write out number 2 again, unchanged.
DFT (ωB97M-V/def2-TZVPD) results for C23H17N3O8STi as an isolated structure.

The value obtained for the HOMO-LUMO gap (spin up / spin down) is 4.4 / 7.5 eV. Its energy above the lowest of the compared OMol25 structures with the same formula, charge and spin is 8.3 kcal/mol. Its spin multiplicity is 3. As for the calculated total energy: -2900.761490 Eh. As for the total charge: -2.

Geometry as XYZ:
```
53
C23H17N3O8STi (ωB97M-V/def2-TZVPD)
Ti -0.128 -0.055 0.374
O 6.519 2.173 -0.390
C 6.257 0.957 -0.286
O 6.982 -0.054 -0.384
C 4.757 0.648 -0.119
C 4.302 -0.649 -0.037
C 2.942 -0.892 0.105
N 2.045 0.093 0.175
C 2.493 1.343 0.106
C 3.815 1.663 -0.047
C 1.397 2.388 0.208
O 1.615 3.560 0.020
O 0.234 1.871 0.493
H 5.023 -1.453 -0.087
H 2.542 -1.891 0.161
H 4.126 2.697 -0.109
C -3.325 6.672 -0.121
C -3.120 5.186 -0.312
C -1.980 4.692 -0.934
C -1.777 3.324 -1.086
C -2.731 2.442 -0.607
C -3.886 2.915 0.006
C -4.072 4.280 0.151
S -2.525 0.690 -0.752
O -3.732 0.231 -1.376
O -1.272 0.446 -1.511
N -2.195 0.072 0.641
C -2.460 0.536 2.004
C -1.359 -0.026 2.932
O -1.584 -0.069 4.123
O -0.232 -0.368 2.346
H -2.525 7.242 -0.594
H -3.337 6.933 0.941
H -4.275 6.999 -0.549
H -1.217 5.379 -1.286
H -0.881 2.948 -1.556
H -4.636 2.214 0.357
H -4.971 4.649 0.636
H -3.415 0.215 2.399
H -2.408 1.624 2.085
N -0.078 -2.054 -0.201
C -0.071 -3.230 -0.203
C -0.057 -4.610 -0.223
C -0.318 -5.380 0.973
C -0.306 -6.750 0.927
C -0.044 -7.455 -0.270
C 0.211 -6.710 -1.443
C 0.209 -5.338 -1.443
H -0.520 -4.859 1.901
H -0.504 -7.302 1.840
H -0.037 -8.538 -0.287
H 0.416 -7.230 -2.372
H 0.408 -4.787 -2.355
```

Results of the Mulliken charge analysis, in e, for atoms 1 through 2: number 1, Ti, carries 0.092; number 2, O, carries -0.730

Question: Which of these has the highest calculated total energy?
Answer: C23H17LiN4O